(1)
Formula: C4H8OSe
Source: OMol25
Level of theory: the ωB97M-V functional and the def2-TZVPD basis

Output
- energy (Eh) = -2633.8021
- largest force on an atom (eV/A) = 4.23
- HOMO energy (eV) = -8.9353
- ΔE to the lowest compared entry with this formula, charge and spin (kJ/mol) = 96.7
- structure (SMILES) = CCC=C=O.[SeH2]

```
! wB97M-V def2-TZVPD RIJCOSX def2/J DEFGRID3
* xyz 0 1
C 0.78 0.61 -0.80
C -0.59 0.10 -0.33
C -0.70 -1.38 -0.40
C 0.37 -2.01 -0.65
O 1.37 -2.49 -0.91
H 0.98 1.62 -0.69
H 1.00 0.25 -1.80
H 1.47 0.02 -0.07
H -1.42 0.52 -0.97
H -0.69 0.53 0.73
H -1.70 -1.83 -0.21
Se 0.18 -1.31 3.24
H 0.52 -2.48 3.96
H 0.55 -1.91 2.04
*
```

***

(2)
Formula: C4H8OSi
Source: OMol25
Level of theory: the ωB97M-V functional and the def2-TZVPD basis

Output
- energy (Eh) = -521.9104
- largest force on an atom (eV/A) = 4.51
- HOMO energy (eV) = -9.2772
- ΔE to the lowest compared entry with this formula, charge and spin (kJ/mol) = 71.1
- structure (SMILES) = O[Si@H]1C=CCC1

```
! wB97M-V def2-TZVPD RIJCOSX def2/J DEFGRID3
* xyz 0 1
O 2.37 0.50 1.29
Si 1.21 0.45 0.21
C 0.80 -0.36 -1.59
C -0.55 -0.40 -1.46
C -1.35 -0.22 -0.15
C -0.51 0.09 1.14
H 2.24 0.07 2.07
H 0.87 1.91 -0.02
H 1.32 -0.87 -2.37
H -1.16 -0.93 -2.30
H -1.80 -1.16 0.06
H -2.08 0.65 -0.35
H -0.57 -0.75 1.82
H -0.79 1.01 1.64
*
```

***

(3)
Formula: C4H8OSi
Source: OMol25
Level of theory: the ωB97M-V functional and the def2-TZVPD basis

Output
- energy (Eh) = -521.8190
- largest force on an atom (eV/A) = 4.92
- HOMO energy (eV) = -9.8550
- ΔE to the lowest compared entry with this formula, charge and spin (kJ/mol) = 311.0
- structure (SMILES) = C[C@H](O)C#C[SiH3]

```
! wB97M-V def2-TZVPD RIJCOSX def2/J DEFGRID3
* xyz 0 1
C 2.03 0.98 0.14
C 1.28 -0.41 0.39
O 1.76 -1.39 -0.58
C -0.13 -0.32 0.22
C -1.28 -0.20 -0.08
Si -3.13 0.02 -0.28
H 2.75 0.87 -0.80
H 1.29 1.82 -0.17
H 2.59 1.17 0.99
H 1.63 -0.59 1.47
H 2.06 -2.22 -0.10
H -3.95 -1.09 -0.26
H -3.49 0.49 -1.75
H -3.42 0.86 0.82
*
```

***

(4)
Formula: C4H8P2
Source: OMol25
Level of theory: the ωB97M-V functional and the def2-TZVPD basis

Output
- energy (Eh) = -839.7492
- largest force on an atom (eV/A) = 3.18
- HOMO energy (spin up / spin down) (eV) = -7.9112 / -7.6680
- ΔE to the lowest compared entry with this formula, charge and spin (kJ/mol) = 357.8

```
! wB97M-V def2-TZVPD RIJCOSX def2/J DEFGRID3
* xyz 0 1
C 1.32 -0.17 -0.08
C -1.26 0.35 -0.50
C 2.74 -0.57 0.16
C -2.28 0.96 0.45
P 0.43 1.20 -0.20
P -0.91 -1.46 -0.05
H -1.48 0.27 -1.58
H 3.12 -1.43 -0.43
H 2.92 -0.85 1.31
H 3.51 0.20 -0.11
H -3.29 0.98 0.10
H -2.14 2.02 0.74
H -2.51 0.46 1.43
H -0.18 -1.97 -1.24
*
```

***

(5)
Formula: C4H8S
Source: OMol25
Level of theory: the ωB97M-V functional and the def2-TZVPD basis

Output
- energy (Eh) = -555.2976
- largest force on an atom (eV/A) = 4.63
- HOMO energy (eV) = -8.6400
- ΔE to the lowest compared entry with this formula, charge and spin (kJ/mol) = 189.9
- structure (SMILES) = CC1(C)CS1

```
! wB97M-V def2-TZVPD RIJCOSX def2/J DEFGRID3
* xyz 0 1
C 1.69 0.04 0.02
C 0.23 0.17 -0.23
C 0.02 0.90 -1.58
C -0.45 0.67 0.96
S -0.88 -1.01 0.45
H 2.26 -0.54 -0.77
H 2.09 1.15 0.12
H 2.07 -0.43 0.87
H -0.93 1.69 -1.42
H 1.14 1.50 -1.75
H -0.32 0.24 -2.49
H -1.29 1.31 1.35
H 0.10 0.63 1.93
*
```

***

(6)
Formula: C4H8S
Source: OMol25
Level of theory: the ωB97M-V functional and the def2-TZVPD basis

Output
- energy (Eh) = -555.2025
- largest force on an atom (eV/A) = 7.14
- HOMO energy (eV) = -8.4624
- ΔE to the lowest compared entry with this formula, charge and spin (kJ/mol) = 439.5

```
! wB97M-V def2-TZVPD RIJCOSX def2/J DEFGRID3
* xyz 0 1
C 1.39 -0.52 0.56
C 0.16 0.05 0.02
C 0.12 1.60 -0.15
C -0.39 0.98 1.33
H 2.17 -0.94 -0.15
H 1.06 -1.40 1.39
H 2.15 -0.07 1.37
H -0.18 -2.50 -0.36
H 1.19 2.00 -0.17
H -0.81 2.04 -0.75
H -1.50 1.24 1.72
H 0.36 1.30 2.09
S -0.75 -0.90 -0.98
*
```

***

(7)
Formula: C4H8S
Source: OMol25
Level of theory: the ωB97M-V functional and the def2-TZVPD basis

Output
- energy (Eh) = -555.3332
- largest force on an atom (eV/A) = 4.54
- HOMO energy (eV) = -8.8524
- ΔE to the lowest compared entry with this formula, charge and spin (kJ/mol) = 96.5
- structure (SMILES) = C/C=C/CS

```
! wB97M-V def2-TZVPD RIJCOSX def2/J DEFGRID3
* xyz 0 1
C -2.09 -0.56 0.07
C -0.64 -0.40 -0.28
C 0.18 0.63 0.01
C 1.57 0.83 -0.12
S 2.73 -0.71 -0.06
H -2.63 0.03 -0.78
H -2.44 -1.62 -0.14
H -2.42 -0.38 1.12
H -0.22 -1.24 -0.87
H -0.19 1.58 0.42
H 1.79 1.16 -1.17
H 1.91 1.63 0.53
H 2.45 -0.94 1.27
*
```

***

(8)
Formula: C4H8S
Source: OMol25
Level of theory: the ωB97M-V functional and the def2-TZVPD basis

Output
- energy (Eh) = -555.1915
- largest force on an atom (eV/A) = 1.52
- HOMO energy (spin up / spin down) (eV) = -8.3087 / -9.0668
- ΔE to the lowest compared entry with this formula, charge and spin (kJ/mol) = 468.5

```
! wB97M-V def2-TZVPD RIJCOSX def2/J DEFGRID3
* xyz 0 1
C -0.94 0.37 1.07
C -1.50 0.40 -0.34
C -0.12 0.00 -0.07
C 1.20 0.36 -0.59
S 2.52 -0.57 0.26
H -0.72 1.31 1.57
H -1.31 -0.39 1.74
H -2.22 -0.36 -0.61
H -1.67 1.34 -0.85
H 0.26 -2.34 -0.29
H 1.42 1.42 -0.40
H 1.28 0.16 -1.66
H 1.80 -1.71 0.18
*
```

***

(9)
Formula: C4H8S
Source: OMol25
Level of theory: the ωB97M-V functional and the def2-TZVPD basis

Output
- energy (Eh) = -555.2536
- largest force on an atom (eV/A) = 11.54
- HOMO energy (eV) = -8.6288
- ΔE to the lowest compared entry with this formula, charge and spin (kJ/mol) = 305.5
- structure (SMILES) = CCCC=S

```
! wB97M-V def2-TZVPD RIJCOSX def2/J DEFGRID3
* xyz 0 1
C 0.81 -1.15 -2.15
C 0.14 0.08 -1.71
C 0.61 0.42 -0.28
C -0.15 -0.23 0.72
S -0.75 0.54 1.93
H 0.48 -2.04 -1.55
H 0.41 -1.26 -2.95
H 1.96 -1.02 -2.00
H 0.09 0.88 -2.51
H -0.96 -0.13 -1.53
H 0.07 1.33 -0.36
H 1.64 0.41 -0.06
H -0.16 -1.52 0.51
*
```

***

(10)
Formula: C4H8S2
Source: OMol25
Level of theory: the ωB97M-V functional and the def2-TZVPD basis

Output
- energy (Eh) = -953.5243
- largest force on an atom (eV/A) = 2.47
- HOMO energy (eV) = -9.0170
- ΔE to the lowest compared entry with this formula, charge and spin (kJ/mol) = 163.6
- structure (SMILES) = S[C@@H]1CC[C@@H]1S

```
! wB97M-V def2-TZVPD RIJCOSX def2/J DEFGRID3
* xyz 0 1
S 0.81 -1.34 -1.31
C -0.03 -0.95 0.27
C -1.57 -0.82 0.46
C -1.26 0.20 1.53
C 0.18 0.42 0.90
S 0.43 1.90 -0.18
H 2.08 -0.82 -0.96
H 0.24 -1.82 0.95
H -2.11 -1.66 0.90
H -2.15 -0.38 -0.41
H -1.09 -0.16 2.57
H -1.93 1.09 1.66
H 1.04 0.40 1.64
H 0.18 1.27 -1.47
*
```

***

(11)
Formula: C4H8S2
Source: OMol25
Level of theory: the ωB97M-V functional and the def2-TZVPD basis

Output
- energy (Eh) = -953.4988
- largest force on an atom (eV/A) = 3.46
- HOMO energy (eV) = -8.5328
- ΔE to the lowest compared entry with this formula, charge and spin (kJ/mol) = 230.5
- structure (SMILES) = SC[C@@H]1C[C@@H]1S

```
! wB97M-V def2-TZVPD RIJCOSX def2/J DEFGRID3
* xyz 0 1
S 0.69 2.28 -0.63
C -0.52 1.03 -0.07
C 0.25 0.14 0.95
C 1.37 -0.80 0.54
C 0.00 -1.32 0.81
S -1.28 -1.79 -0.35
H 1.61 1.42 -0.67
H -0.95 0.44 -0.93
H -1.35 1.47 0.35
H 0.20 0.44 2.04
H 1.77 -0.69 -0.55
H 2.23 -0.92 1.35
H -0.23 -1.64 1.87
H -0.53 -2.64 -1.07
*
```

***

(12)
Formula: C4H8S2
Source: OMol25
Level of theory: the ωB97M-V functional and the def2-TZVPD basis

Output
- energy (Eh) = -953.5274
- largest force on an atom (eV/A) = 2.54
- HOMO energy (eV) = -8.7371
- ΔE to the lowest compared entry with this formula, charge and spin (kJ/mol) = 155.6

```
! wB97M-V def2-TZVPD RIJCOSX def2/J DEFGRID3
* xyz 0 1
C -2.87 -0.52 0.49
C 0.03 0.01 0.30
C 0.91 -1.08 -0.42
C 0.99 1.17 0.23
H -3.84 -0.46 0.03
H -3.13 0.00 1.45
H -2.58 -1.64 0.74
H -0.23 -0.34 1.32
H 0.82 -0.92 -1.45
H 0.86 -2.12 -0.07
H 1.18 1.84 1.11
H 0.77 1.85 -0.63
S -1.67 0.42 -0.48
S 2.40 -0.15 0.10
*
```

***

(13)
Formula: C4H8S2Si
Source: OMol25
Level of theory: the ωB97M-V functional and the def2-TZVPD basis

Output
- energy (Eh) = -1243.1414
- largest force on an atom (eV/A) = 0.72
- HOMO energy (eV) = -7.9206
- ΔE to the lowest compared entry with this formula, charge and spin (kJ/mol) = 0.0
- structure (SMILES) = C[Si]1(C)SC=CS1

```
! wB97M-V def2-TZVPD RIJCOSX def2/J DEFGRID3
* xyz 0 1
C 1.17 0.95 1.20
Si -0.01 0.03 0.03
C -1.85 0.38 0.38
S 0.47 0.43 -2.05
C 0.90 -1.22 -2.47
C 0.87 -2.24 -1.62
S 0.39 -2.11 0.05
H 2.21 0.73 0.98
H 1.03 2.03 1.11
H 0.98 0.68 2.23
H -2.50 -0.16 -0.30
H -2.11 0.09 1.39
H -2.06 1.44 0.27
H 1.20 -1.33 -3.50
H 1.14 -3.24 -1.92
*
```

***

(14)
Formula: C4H8S3
Source: OMol25
Level of theory: the ωB97M-V functional and the def2-TZVPD basis

Output
- energy (Eh) = -1351.6858
- largest force on an atom (eV/A) = 6.69
- HOMO energy (eV) = -8.9974
- ΔE to the lowest compared entry with this formula, charge and spin (kJ/mol) = 193.6

```
! wB97M-V def2-TZVPD RIJCOSX def2/J DEFGRID3
* xyz 0 1
C -0.82 1.71 -0.94
C -0.74 0.31 -0.50
C 0.58 -0.58 1.50
C 0.52 -0.25 -0.01
S -2.23 -0.65 -0.26
S 0.98 -1.79 -1.07
S 2.10 0.65 -0.42
H -1.65 2.18 -1.50
H 0.08 2.36 -0.80
H -0.28 -0.14 1.96
H 1.50 -0.17 1.85
H 0.64 -1.65 1.57
H -2.52 -1.07 -1.44
H -0.02 -2.53 -0.51
H 1.85 1.62 0.57
*
```

***

(15)
Formula: C4H8S5
Source: OMol25
Level of theory: the ωB97M-V functional and the def2-TZVPD basis

Output
- energy (Eh) = -2147.9472
- largest force on an atom (eV/A) = 5.12
- HOMO energy (spin up / spin down) (eV) = -8.3057 / -8.3061
- ΔE to the lowest compared entry with this formula, charge and spin (kJ/mol) = 310.9

```
! wB97M-V def2-TZVPD RIJCOSX def2/J DEFGRID3
* xyz 0 1
C 0.73 0.95 -0.04
C 0.09 -0.15 0.26
C 0.16 2.15 -0.68
C -0.22 -1.42 0.85
S 2.54 1.14 0.14
S -2.64 0.35 -0.98
S -1.54 -1.25 2.12
S -0.82 -2.62 -0.32
S 1.28 -2.01 1.79
H -0.59 2.45 0.15
H -0.38 1.88 -1.50
H 0.89 2.95 -0.71
H 2.56 -0.07 0.67
H -1.87 0.55 -2.02
H -2.24 -0.52 1.05
H 0.07 -2.28 -1.29
H 1.96 -2.08 0.51
*
```

***

(16)
Formula: C4H8Si2
Source: OMol25
Level of theory: the ωB97M-V functional and the def2-TZVPD basis

Output
- energy (Eh) = -736.0184
- largest force on an atom (eV/A) = 4.23
- HOMO energy (eV) = -9.3702
- ΔE to the lowest compared entry with this formula, charge and spin (kJ/mol) = 225.1

```
! wB97M-V def2-TZVPD RIJCOSX def2/J DEFGRID3
* xyz 0 1
C -0.18 1.95 0.67
C -0.57 1.18 -0.19
C 0.66 -3.01 -0.64
C -0.44 -2.27 -0.66
Si 0.37 3.13 1.97
Si -0.71 -0.83 -1.82
H 0.79 -3.82 0.06
H 1.47 -2.83 -1.32
H -1.23 -2.48 0.05
H -0.66 4.15 2.22
H 1.62 3.77 1.54
H 0.62 2.36 3.20
H -2.08 -0.71 -2.30
H 0.35 -0.59 -2.79
*
```

***

(17)
Formula: C4H9BO3
Source: OMol25
Level of theory: the ωB97M-V functional and the def2-TZVPD basis

Output
- energy (Eh) = -408.3591
- largest force on an atom (eV/A) = 4.58
- HOMO energy (spin up / spin down) (eV) = -9.3703 / -9.3695
- ΔE to the lowest compared entry with this formula, charge and spin (kJ/mol) = 361.1

```
! wB97M-V def2-TZVPD RIJCOSX def2/J DEFGRID3
* xyz 0 1
B 2.16 1.46 1.65
C 0.62 -0.54 0.17
C -0.52 -0.46 -0.33
C -1.32 -1.71 -0.84
C -1.38 0.78 -0.55
O 2.84 0.16 1.65
O 2.67 2.44 2.44
O 1.08 1.71 0.97
H 1.56 -0.84 0.71
H -0.75 -2.57 -1.25
H -1.89 -2.12 -0.06
H -1.96 -1.34 -1.62
H -1.68 0.66 -1.66
H -2.21 0.76 0.15
H -0.76 1.73 -0.40
H 3.57 0.04 2.32
H 3.27 2.20 3.16
*
```

***

(18)
Formula: C4H9BS2
Source: OMol25
Level of theory: the ωB97M-V functional and the def2-TZVPD basis

Output
- energy (Eh) = -978.9714
- largest force on an atom (eV/A) = 3.19
- HOMO energy (eV) = -9.0551
- ΔE to the lowest compared entry with this formula, charge and spin (kJ/mol) = 160.5
- structure (SMILES) = C1CB2S[C@H]2C1.S

```
! wB97M-V def2-TZVPD RIJCOSX def2/J DEFGRID3
* xyz 0 1
C 0.51 1.13 -0.01
C -0.76 1.70 0.58
B -1.31 0.33 0.98
S -1.64 -1.29 0.34
C -0.23 -0.65 1.43
C 0.97 -0.15 0.75
H 0.13 0.95 -1.00
H 1.39 1.71 -0.18
H -1.50 2.29 -0.03
H -0.50 2.38 1.43
H -0.14 -1.19 2.33
H 1.50 -1.00 0.18
H 1.84 0.07 1.45
S 0.45 -2.04 -2.97
H 0.07 -1.84 -1.79
H -0.76 -2.40 -3.49
*
```

***

(19)
Formula: C4H9BrCl2Si
Source: OMol25
Level of theory: the ωB97M-V functional and the def2-TZVPD basis

Output
- energy (Eh) = -3941.6652
- largest force on an atom (eV/A) = 3.74
- HOMO energy (eV) = -9.4080
- ΔE to the lowest compared entry with this formula, charge and spin (kJ/mol) = 101.2

```
! wB97M-V def2-TZVPD RIJCOSX def2/J DEFGRID3
* xyz 0 1
C -0.38 -0.69 -1.73
C 1.37 0.32 0.69
C -1.80 -0.19 1.15
C -0.68 2.46 -0.44
Si -0.27 0.24 -0.05
Cl -1.05 3.36 1.11
Cl 0.91 2.95 -1.04
Br -3.29 -0.35 -0.03
H -1.43 -0.88 -1.88
H 0.00 -0.03 -2.42
H 0.20 -1.57 -1.69
H 1.80 -0.60 1.02
H 1.96 0.35 -0.22
H 1.50 1.21 1.45
H -2.25 0.64 1.72
H -1.64 -0.96 1.94
H -1.31 2.80 -1.24
*
```

***

(20)
Formula: C4H9BrCl3N2
Source: OMol25
Level of theory: the ωB97M-V functional and the def2-TZVPD basis

Output
- energy (Eh) = -4221.5911
- largest force on an atom (eV/A) = 3.92
- HOMO energy (eV) = -13.6260
- ΔE to the lowest compared entry with this formula, charge and spin (kJ/mol) = 10.2
- structure (SMILES) = CN[C@@](Br)([NH2+]C)C(Cl)(Cl)Cl

```
! wB97M-V def2-TZVPD RIJCOSX def2/J DEFGRID3
* xyz 1 1
C 1.03 0.78 -1.64
N 0.08 -0.29 -1.30
C -0.66 -0.33 -0.07
Br -1.49 -2.11 -0.11
N 0.27 -0.15 1.06
C 1.34 -1.23 1.35
C -1.89 0.71 0.11
Cl -2.67 1.00 -1.37
Cl -3.07 0.34 1.40
Cl -0.98 2.28 0.77
H 1.93 0.92 -0.92
H 1.33 0.61 -2.73
H 0.48 1.75 -1.76
H -0.53 -0.44 -2.07
H -0.28 -0.27 1.92
H 0.31 0.96 1.16
H 1.87 -1.53 0.46
H 2.11 -1.02 2.05
H 0.82 -2.00 1.69
*
```